Entry A
DFT (ωB97M-V/def2-TZVPD) results for a molecular structure, C2H6N2O2S.

Structure (ORCA input):
```
! wB97M-V def2-TZVPD RIJCOSX def2/J DEFGRID3
* xyz 0 1
C -0.3497 0.2560 1.1489
C 0.3454 -0.9989 1.3585
N -1.1097 0.9316 1.8333
N -0.1045 -0.5626 -1.8904
O -0.6341 1.9652 -1.6439
O 1.7005 1.0556 -1.0228
S 0.1937 0.9194 -1.0670
H 1.3805 -0.9227 0.8277
H -0.2360 -1.8445 1.0827
H 0.5187 -0.8982 2.4137
H -1.3351 1.8802 1.6130
H 0.5955 -1.1560 -2.2587
H -0.9651 -0.6251 -2.3951
*
```

Its LUMO energy is 0.06 eV. For the highest occupied orbital energy, the calculation gives -8.966 eV.

natural (NBO) population analysis, charges in e, atoms 1 to 6:
1 C 0.384
2 C -0.739
3 N -0.618
4 N -1.104
5 O -0.919
6 O -0.949

---

Entry B
DFT (ωB97M-V/def2-TZVPD) results for a single C2H6N2O2S molecule.

Structure (ORCA input):
```
! wB97M-V def2-TZVPD RIJCOSX def2/J DEFGRID3
* xyz 0 1
N 1.4149 0.1727 -1.4943
S 0.8113 0.4517 0.0250
N 0.8730 -1.1497 0.6404
O 1.8036 1.1891 0.7554
C -1.0100 1.0391 -0.5137
C -1.8842 0.5860 0.5794
O -1.6082 -0.2055 -0.5453
H 2.2046 -0.4518 -1.5187
H 0.6939 -0.0662 -2.1560
H 0.0020 -1.6330 0.4549
H 1.0776 -1.1335 1.6292
H -1.4862 0.2211 1.5200
H -2.8924 0.9798 0.6237
*
```

Its LUMO energy is 0.54 eV. For the highest occupied orbital energy, the calculation gives -8.450 eV.

natural (NBO) population analysis, charges in e, atoms 1 to 6:
1 N -1.035
2 S 1.881
3 N -1.059
4 O -0.912
5 C -0.111
6 C -0.202

---

Q: Which of them is the least stable? A: entry B.

---

Entry A
DFT (ωB97M-V/def2-TZVPD) results for 2 unconnected molecules or ions with the total composition C5H12NO.

Structure (ORCA input):
```
! wB97M-V def2-TZVPD RIJCOSX def2/J DEFGRID3
* xyz 0 2
C -2.1214 -1.8304 0.9483
C -1.9850 -0.3568 0.6169
C -1.1626 -0.1111 -0.6188
C 0.0936 0.3091 -0.5980
N 0.8531 0.5218 -1.7369
C 2.2225 0.5104 -1.7192
H -2.5612 -2.0113 1.9331
H -2.8108 -2.3479 0.2823
H -1.1770 -2.3746 0.8908
H -2.9838 0.0696 0.4735
H -1.5586 0.2002 1.4491
H -1.6201 -0.4163 -1.5533
H 0.6544 0.5087 0.3088
H 0.3350 0.5300 -2.6035
H 2.7504 0.6010 -0.7844
H 2.7577 0.8276 -2.6038
H 2.3624 1.6184 2.4328
H 3.1452 2.3014 1.2946
O 2.8060 1.4501 1.5877
*
```

Its LUMO energy (alpha / beta) is 0.76 / 0.74 eV. For the highest occupied orbital energy (alpha / beta), the calculation gives -5.919 / -8.438 eV.

natural (NBO) population analysis, charges in e, atoms 1 to 6:
1 C -0.604
2 C -0.422
3 C -0.269
4 C -0.007
5 N -0.564
6 C -0.296

---

Entry B
DFT (ωB97M-V/def2-TZVPD) results for 2 unconnected molecules or ions with the total composition C5H12NO.

Structure (ORCA input):
```
! wB97M-V def2-TZVPD RIJCOSX def2/J DEFGRID3
* xyz 0 2
O 0.9184 -2.3228 0.7053
C -0.3165 -2.3384 1.0480
C -1.2421 -1.2542 0.5979
N -0.4930 -0.6291 -0.5377
H -0.7271 -3.0122 1.8112
H -2.2440 -1.5297 0.2722
H -1.3273 -0.4325 1.3437
H -0.8254 -0.9799 -1.4363
H -0.5822 0.3908 -0.5764
H 0.5092 -0.8864 -0.5010
C 1.0925 1.8232 -1.5568
C 0.7140 2.2821 -0.1723
C -0.5397 2.4742 0.2435
H 1.6855 0.9083 -1.4971
H 0.1947 1.6833 -2.1623
H 1.7094 2.5775 -2.0453
H 1.5847 2.4514 0.4490
H -0.7350 2.8303 1.2423
H -1.3716 2.3331 -0.4387
*
```

Its LUMO energy (alpha / beta) is 0.48 / 0.41 eV. For the highest occupied orbital energy (alpha / beta), the calculation gives -4.221 / -8.034 eV.

natural (NBO) population analysis, charges in e, atoms 1 to 6:
1 O -0.763
2 C -0.012
3 C -0.299
4 N -0.716
5 H 0.118
6 H 0.201

---

Q: Which of them is the least stable? A: entry B.